Here is a 2-piece molecular cluster, C5H12O overall from the Open Molecules 2025 dataset. Energies are from ωB97M-V with the def2-TZVPD basis set.

The calculation puts the HOMO energy at -9.970 eV. The calculation puts the HOMO-LUMO gap at 11.071 eV. The value obtained for the energy above the lowest of the compared OMol25 structures with the same formula, charge and spin is 1.139 eV. The total charge is 0. As for the SMILES: C=CC.CCO. Its LUMO energy is 0.04045 hartree.

```
18
C5H12O (ωB97M-V with the def2-TZVPD basis set)
C 0.100 1.043 -2.515
C -0.994 0.608 -1.587
C -1.544 -0.606 -1.571
O 0.991 -0.545 0.531
C 0.230 -0.532 1.721
C 1.171 -0.215 2.867
H 0.987 1.340 -1.944
H -0.212 1.910 -3.109
H 0.383 0.239 -3.202
H -1.336 1.350 -0.864
H 0.370 -0.654 -0.203
H -2.326 -0.869 -0.863
H -1.232 -1.379 -2.272
H -0.255 -1.508 1.894
H -0.572 0.223 1.671
H 0.641 -0.208 3.825
H 1.632 0.765 2.711
H 1.968 -0.963 2.911
```


Here is a 2-piece molecular cluster, C5H14N2O2 overall from the Open Molecules 2025 dataset. Energies are from ωB97M-V with the def2-TZVPD basis set.

The calculation puts the HOMO energy at -8.768 eV. The calculation puts the HOMO-LUMO gap at 9.719 eV. The value obtained for the energy above the lowest of the compared OMol25 structures with the same formula, charge and spin is 0.725 eV. The total charge is 0. As for the SMILES: CCN(C)C.NC(=O)O. Its LUMO energy is 0.03497 hartree.

```
23
C5H14N2O2 (ωB97M-V with the def2-TZVPD basis set)
C 0.501 0.363 1.579
C 0.183 -1.914 0.835
C 2.236 -0.793 0.386
C -0.894 0.952 1.387
N 0.802 -0.631 0.550
H 0.607 -0.067 2.591
H 1.226 1.174 1.481
H 0.368 -2.592 0.002
H 2.426 -1.515 -0.407
H -0.893 -1.801 0.951
H 0.576 -2.374 1.757
H 2.676 0.160 0.093
H 2.731 -1.143 1.306
H -1.670 0.198 1.521
H -1.079 1.706 2.151
H -1.072 0.036 -0.505
C -1.173 1.139 -2.055
N -1.369 1.139 -3.393
O -0.812 2.119 -1.423
O -1.435 -0.030 -1.478
H -0.908 1.541 0.407
H -1.251 1.997 -3.901
H -1.777 0.336 -3.835
```